(1)
Computed, not measured: one molecule with the formula C11H16BrF at a distorted geometry, with wB97M-V/def2-TZVPD.

Geometry (Å):
C: -0.792 -2.516 -1.213
C: -1.291 -2.409 0.286
C: -0.557 -1.327 0.987
C: -0.599 0.078 0.297
C: -2.070 0.516 -0.037
C: -0.016 1.060 1.258
F: -0.141 0.780 2.575
C: 0.494 2.243 0.963
C: 0.685 2.765 -0.426
C: 1.409 2.130 -1.322
C: 2.169 0.963 -0.922
C: 2.585 0.575 0.336
Br: 3.612 -0.959 0.450
H: 0.323 -2.351 -1.328
H: -1.140 -3.575 -1.517
H: -1.393 -1.658 -1.695
H: -2.323 -2.316 0.254
H: -1.130 -3.354 0.809
H: -0.943 -1.135 1.931
H: 0.512 -1.678 1.103
H: 0.139 0.099 -0.502
H: -2.086 0.437 -1.140
H: -2.813 -0.260 0.240
H: -2.484 1.417 0.383
H: 0.885 2.818 1.811
H: 0.129 3.713 -0.767
H: 1.693 2.640 -2.247
H: 2.427 0.136 -1.738
H: 2.716 1.168 1.168

Results
- Max |F|: 4.60 eV/A
- Net charge: 0
- E: -3102.48833 Ha
- Highest occupied orbital energy: -8.29 eV
- ΔE to the lowest compared entry with this formula, charge and spin: 0.0 kcal per mole
- Kohn-Sham gap: 8.485 eV

---

(2)
Computed, not measured: C11H16Cl2N4SbSe4W as an isolated structure at a distorted geometry, with wB97M-V/def2-TZVPD.

Geometry (Å):
W: 1.629 0.030 0.486
Se: 1.928 -2.423 4.227
Sb: 3.357 -1.666 2.553
Se: 2.712 0.973 2.336
Se: 2.107 -2.224 0.024
Se: 5.571 -1.795 1.953
C: -0.565 1.821 4.219
N: -0.604 1.447 2.811
C: -0.529 2.516 1.811
C: -0.810 0.174 2.420
N: -0.164 -0.266 1.314
N: -1.620 -0.630 3.082
C: -1.548 -2.078 2.932
C: -2.718 -0.119 3.890
H: 0.305 2.458 4.379
H: -0.444 0.928 4.828
H: -1.459 2.365 4.530
H: -0.668 3.462 2.327
H: -1.321 2.399 1.073
H: 0.429 2.549 1.292
H: -0.600 -1.072 0.891
H: -0.557 -2.378 2.598
H: -2.316 -2.438 2.243
H: -1.715 -2.534 3.907
H: -2.962 0.896 3.592
H: -2.485 -0.140 4.955
H: -3.588 -0.750 3.712
Cl: 3.957 0.550 -1.171
C: 2.859 0.774 -2.495
C: 3.285 0.649 -3.798
C: 2.338 0.782 -4.814
C: 1.010 1.019 -4.528
C: 0.586 1.151 -3.209
Cl: -1.074 1.433 -2.844
C: 1.509 1.051 -2.178
N: 1.205 1.128 -0.823
H: 4.321 0.437 -4.017
H: 2.650 0.688 -5.845
H: 0.275 1.105 -5.316

Results
- Max |F|: 1.03 eV/A
- Net charge: +1
- E: -11481.06540 Ha
- Highest occupied orbital energy: -11.44 eV
- ΔE to the lowest compared entry with this formula, charge and spin: 23.6 kcal per mole
- Kohn-Sham gap: 6.544 eV

---

(3)
Computed, not measured: C11H16ClDyO2Pb as an isolated structure at a distorted geometry, with wB97M-V/def2-TZVPD.

Geometry (Å):
Dy: 1.587 -0.142 -0.870
Cl: 1.765 -1.614 -2.819
C: 0.778 2.065 -0.811
H: 1.009 2.453 0.199
H: -0.237 2.378 -1.114
H: 1.546 2.456 -1.519
Pb: -2.976 -0.829 -1.399
C: -2.087 -2.836 -1.788
C: -2.208 0.413 -3.088
C: -3.044 0.028 0.652
H: -2.370 1.479 -2.884
H: -1.136 0.155 -3.061
H: -2.671 0.121 -4.045
H: -2.076 -3.476 -0.897
H: -2.579 -3.364 -2.620
H: -1.064 -2.543 -2.070
H: -2.464 1.002 0.752
H: -2.378 -0.735 1.149
O: 1.196 -0.761 1.347
C: 2.432 -0.424 1.598
O: 3.194 -0.092 0.568
C: 3.161 -0.436 2.860
C: 4.558 -0.455 2.751
C: 5.340 -0.438 3.908
C: 4.678 -0.357 5.149
C: 3.269 -0.308 5.264
C: 2.511 -0.344 4.087
H: 5.014 -0.582 1.767
H: 6.437 -0.506 3.848
H: 5.273 -0.338 6.068
H: 2.773 -0.261 6.245
H: 1.419 -0.404 4.103

Results
- Max |F|: 4.84 eV/A
- Net charge: -2
- Spin multiplicity: 6
- E: -2117.10279 Ha
- Highest occupied orbital energy (alpha / beta): 0.88 / 0.20 eV
- ΔE to the lowest compared entry with this formula, charge and spin: 66.9 kcal per mole
- Kohn-Sham gap (alpha / beta): 3.437 / 4.110 eV

---

(4)
Computed, not measured: C11H16F6NO9S2 as an isolated structure at a distorted geometry, with wB97M-V/def2-TZVPD.

Geometry (Å):
O: 1.656 -1.723 1.148
S: 1.263 -1.369 -0.196
O: 2.181 -1.965 -1.156
N: 1.255 0.244 -0.538
S: 0.309 1.153 0.459
O: 0.856 2.504 0.423
O: 0.256 0.726 1.842
C: -1.402 1.329 -0.125
C: -1.996 -0.103 -0.458
C: -2.649 -0.860 0.844
O: -3.404 -0.214 -0.391
H: 0.052 -1.963 -0.445
H: -2.065 1.729 0.649
H: -1.469 1.875 -1.083
H: -1.444 -0.728 -1.192
H: -1.999 -1.765 0.543
H: -3.548 -1.500 0.915
C: 3.817 3.208 2.093
C: 4.543 2.838 3.367
O: 4.792 4.002 4.189
C: 3.769 4.445 4.910
O: 2.676 3.966 4.935
C: 4.206 5.649 5.751
F: 4.902 6.546 5.029
F: 4.996 5.270 6.774
F: 3.163 6.298 6.279
H: 4.366 3.981 1.551
H: 3.703 2.337 1.448
H: 2.826 3.606 2.303
H: 5.521 2.422 3.127
H: 4.001 2.081 3.934
C: -4.664 -3.040 -5.310
C: -3.217 -3.468 -5.436
O: -2.577 -3.512 -4.151
C: -2.829 -4.587 -3.409
O: -3.536 -5.497 -3.730
C: -2.048 -4.511 -2.094
F: -2.160 -3.303 -1.516
F: -0.741 -4.735 -2.291
F: -2.470 -5.413 -1.204
H: -4.736 -2.087 -4.784
H: -5.120 -2.936 -6.296
H: -5.243 -3.766 -4.740
H: -2.667 -2.737 -6.027
H: -3.123 -4.430 -5.942

Results
- Max |F|: 4.26 eV/A
- Net charge: -1
- E: -2556.09963 Ha
- Highest occupied orbital energy: -6.09 eV
- Kohn-Sham gap: 8.342 eV

---

(5)
Computed, not measured: one molecule with the formula C11H16N2 at a distorted geometry, with wB97M-V/def2-TZVPD.

Geometry (Å):
C: -3.672 -0.635 -1.080
N: -2.733 -0.004 -0.201
C: -1.829 0.830 -0.886
C: -0.884 1.625 0.074
C: -0.069 0.723 1.120
C: 1.218 0.336 0.471
C: 2.130 1.181 -0.029
C: 3.306 0.654 -0.589
C: 3.478 -0.723 -0.704
N: 2.530 -1.578 -0.280
C: 1.444 -1.041 0.310
C: -1.041 -0.353 1.566
C: -1.895 -0.986 0.481
H: -4.463 -1.148 -0.411
H: -3.276 -1.326 -1.831
H: -4.220 0.117 -1.657
H: -2.362 1.552 -1.557
H: -1.185 0.111 -1.539
H: -0.139 2.251 -0.467
H: -1.526 2.220 0.681
H: 0.192 1.376 1.975
H: 1.982 2.227 -0.010
H: 4.030 1.341 -0.990
H: 4.422 -1.092 -1.094
H: 0.823 -1.798 0.738
H: -1.722 0.097 2.291
H: -0.549 -1.166 2.109
H: -2.526 -1.793 0.914
H: -1.174 -1.566 -0.189

Results
- Max |F|: 3.68 eV/A
- Net charge: 0
- E: -538.22629 Ha
- Highest occupied orbital energy: -8.78 eV
- ΔE to the lowest compared entry with this formula, charge and spin: 27.0 kcal per mole
- Kohn-Sham gap: 9.710 eV

---

(6)
Computed, not measured: C11H16N2O5Ti as an isolated structure at a distorted geometry, with wB97M-V/def2-TZVPD.

Geometry (Å):
Ti: -0.030 -0.230 0.914
O: -0.083 2.555 -0.598
C: -0.058 1.569 -0.013
C: 0.022 -1.866 -0.298
O: 0.037 -2.856 -0.884
C: 1.927 -0.048 0.261
O: 3.003 0.038 -0.153
C: -1.982 -0.068 0.213
O: -3.014 -0.011 -0.280
C: 0.001 0.754 -3.988
H: -0.978 1.273 -3.909
H: 0.970 1.286 -3.881
C: 0.014 -0.586 -3.961
H: 0.996 -1.130 -3.864
H: -0.960 -1.143 -3.870
C: 0.198 1.931 3.465
N: 0.097 0.859 4.512
C: 0.166 1.279 5.894
C: -0.043 -0.386 4.053
O: -0.036 -0.443 2.755
N: -0.198 -1.622 4.589
C: -0.267 -2.092 5.949
C: -0.309 -2.621 3.526
H: 0.316 2.908 3.937
H: -0.696 1.926 2.844
H: 1.049 1.727 2.818
H: -0.761 1.112 6.456
H: 0.970 0.783 6.451
H: 0.366 2.348 5.983
H: -1.086 -2.775 6.133
H: 0.561 -2.717 6.257
H: -0.347 -1.323 6.691
H: -1.132 -2.334 2.883
H: 0.583 -2.557 2.915
H: -0.445 -3.635 3.877

Results
- Max |F|: 7.41 eV/A
- Net charge: +3
- Spin multiplicity: 2
- E: -1762.70052 Ha
- Highest occupied orbital energy (alpha / beta): -18.91 / -18.70 eV
- ΔE to the lowest compared entry with this formula, charge and spin: 11.0 kcal per mole
- Kohn-Sham gap (alpha / beta): 4.065 / 3.939 eV

---

(7)
Computed, not measured: an isolated ion of composition C11H16N3 and charge +1 at a distorted geometry, with wB97M-V/def2-TZVPD.

Geometry (Å):
C: 0.829 -2.962 1.738
C: 2.054 -2.450 1.350
C: -0.130 -2.197 1.087
C: -0.640 2.668 -0.997
C: -1.287 2.377 0.272
C: 0.379 1.971 -1.496
C: -1.281 1.244 0.919
C: 1.024 0.825 -0.764
C: 0.007 -0.260 -0.472
C: -1.765 0.551 2.092
C: -0.966 -0.696 -1.526
N: 1.829 -1.426 0.519
N: 0.505 -1.271 0.352
N: 2.218 0.255 -1.415
H: 0.653 -3.780 2.404
H: 3.045 -2.748 1.626
H: -1.197 -2.275 1.117
H: -1.026 3.517 -1.539
H: -1.853 3.206 0.695
H: 0.809 2.237 -2.450
H: 1.373 1.212 0.209
H: -2.555 -0.152 1.829
H: -2.176 1.278 2.798
H: -0.964 0.009 2.596
H: -0.441 -1.173 -2.359
H: -1.512 0.157 -1.915
H: -1.678 -1.416 -1.131
H: 2.944 0.957 -1.509
H: 1.994 -0.075 -2.349
H: 2.407 -0.868 -0.168

Results
- Max |F|: 4.07 eV/A
- Net charge: +1
- E: -592.65684 Ha
- Highest occupied orbital energy (alpha / beta): -11.61 / -11.61 eV
- ΔE to the lowest compared entry with this formula, charge and spin: 81.0 kcal per mole
- Kohn-Sham gap (alpha / beta): 8.039 / 8.049 eV